The following is a DFT calculation (ωB97M-V/def2-TZVPD) of one molecule with the formula C17H23NO2.

- frontier orbital gap (eV) = 8.7
- HOMO energy (eV) = -8.2240
- ΔE to the lowest compared entry with this formula, charge and spin (kcal per mole) = 22.52
- SMILES = COc1ccc(/C=C/C(=O)N[C@@H]2CCCC[C@H]2C)cc1

```
43
Properties=species:S:1:pos:R:3:forces:R:3:lowdin_charge:R:1
C 7.2230 1.2701 0.3995 0.118 0.227 0.013 -0.0882
H 8.2689 0.9934 0.5222 -0.068 0.070 -0.009 0.0933
O 6.5135 0.0569 0.3327 -0.251 -0.281 -0.026 -0.0800
C 5.1650 0.0971 0.1736 -0.175 -0.008 -0.021 -0.2751
C 4.4033 1.2572 0.0754 0.487 0.042 0.057 -0.0184
C 3.0336 1.1685 -0.0831 -0.283 -0.339 -0.037 -0.0321
C 2.3783 -0.0608 -0.1541 0.541 0.210 0.078 -0.2294
C 3.1578 -1.2185 -0.0516 -0.009 0.182 -0.002 -0.0184
C 4.5203 -1.1420 0.1097 0.182 0.067 0.006 0.0051
H 5.1227 -2.0330 0.1901 0.061 -0.112 0.011 0.1195
H 2.6886 -2.1884 -0.0941 -0.032 -0.127 0.004 0.1085
C 0.9365 -0.0835 -0.3207 -0.562 -0.299 -0.084 -0.0452
C 0.1725 -1.1627 -0.5164 0.362 0.181 -0.055 0.0101
C -1.2913 -1.1424 -0.7384 -0.039 0.248 0.143 -0.4968
O -1.8461 -1.9753 -1.4325 0.000 -0.266 -0.118 0.0545
N -1.9621 -0.1424 -0.1163 -0.052 0.226 0.122 0.0927
H -1.4629 0.4847 0.4934 0.062 -0.129 -0.014 0.1371
C -3.3927 0.0375 -0.2224 -0.081 0.318 0.047 -0.2989
C -3.7065 1.4028 -0.8411 -0.181 -0.309 -0.211 -0.1467
C -5.2117 1.5925 -0.9905 0.105 0.257 0.226 -0.2008
C -5.8973 1.4553 0.3645 -0.152 -0.221 -0.193 -0.2049
C -5.5827 0.0967 0.9820 0.173 0.383 0.172 -0.1763
C -4.0755 -0.1075 1.1461 -0.092 -0.471 -0.195 -0.3366
C -3.7791 -1.4720 1.7624 0.045 0.274 -0.011 -0.0567
H -4.1258 -2.2650 1.1040 -0.046 -0.131 -0.074 0.0876
H -2.7107 -1.6043 1.9168 0.071 -0.084 0.042 0.0727
H -4.2812 -1.5729 2.7221 -0.042 -0.049 0.103 0.0768
H -3.6856 0.6741 1.8109 0.003 0.072 -0.015 0.1455
H -5.9795 -0.6931 0.3407 -0.049 -0.116 -0.015 0.1240
H -6.0683 0.0110 1.9565 -0.029 -0.100 0.005 0.1149
H -6.9770 1.5681 0.2491 -0.020 0.077 0.054 0.1076
H -5.5482 2.2482 1.0307 -0.024 0.065 0.045 0.1130
H -5.6037 0.8369 -1.6741 -0.048 -0.016 -0.088 0.1164
H -5.4204 2.5747 -1.4195 -0.038 -0.037 -0.082 0.1082
H -3.2176 1.4768 -1.8144 0.082 0.022 0.031 0.1181
H -3.3015 2.1895 -0.1978 0.071 0.062 0.025 0.1180
H -3.7410 -0.7588 -0.8887 -0.022 0.079 0.089 0.1550
H 0.6053 -2.1466 -0.6186 0.048 -0.100 -0.009 0.1093
H 0.4738 0.8976 -0.3045 -0.105 0.054 -0.019 0.1098
H 2.4581 2.0807 -0.1587 -0.071 0.066 -0.005 0.1124
H 4.8642 2.2315 0.1213 0.069 0.057 0.008 0.1025
H 7.1092 1.8536 -0.5198 -0.009 -0.020 0.043 0.0961
H 6.9065 1.8744 1.2559 0.001 -0.021 -0.045 0.0958
```
Positions in Å, forces in eV/Å.



The following is a DFT calculation (ωB97M-V/def2-TZVPD) of a 2-piece molecular cluster, C17H23O2S overall in a non-equilibrium geometry.

- frontier orbital gap (eV) = 6.0
- HOMO energy (eV) = -10.9525
- net charge = +1

```
43
Properties=species:S:1:pos:R:3:forces:R:3:lowdin_charge:R:1
C -3.7861 -2.2233 0.9934 -0.238 -0.138 -0.123 -0.0675
C -2.5254 -1.8534 1.7228 -0.851 -0.203 -0.058 -0.2344
O -1.5795 -1.4589 0.7135 0.667 0.088 0.625 -0.0138
C -0.4174 -1.1053 1.3061 -0.357 0.684 0.671 -0.5712
C 0.6392 -0.8699 0.3597 -1.471 -0.054 -0.507 -0.3398
S 2.1771 -0.8543 1.0271 0.879 -0.166 0.022 1.0663
C 2.2707 -2.1784 2.2494 0.535 -0.264 0.052 -0.2208
C 3.0236 -1.6156 -0.3716 0.520 -0.086 0.482 -0.2167
O -0.3372 -0.9999 2.5389 0.513 0.068 -1.460 0.0221
H -4.5512 -2.4970 1.7234 -0.019 0.030 -0.133 0.0850
H -4.1453 -1.3756 0.3981 -0.006 -0.194 0.110 0.0767
H -3.6176 -3.0807 0.3314 -0.077 0.192 0.089 0.0836
H -2.6990 -1.0225 2.4184 0.159 -0.260 -0.163 0.1304
H -2.1231 -2.7141 2.2765 -0.059 0.360 -0.078 0.1345
H 0.5134 -1.2032 -0.6595 0.170 -0.514 0.294 0.0749
H 1.5598 -1.9561 3.0461 0.109 0.066 -0.227 0.0570
H 2.0654 -3.1490 1.7907 -0.069 0.198 -0.007 0.0788
H 3.2957 -2.1459 2.6300 -0.114 -0.060 0.005 0.0669
H 2.9440 -0.9631 -1.2443 -0.047 -0.237 0.375 0.0272
H 4.0633 -1.6858 -0.0472 0.032 -0.196 -0.333 0.0704
H 2.5799 -2.5985 -0.5562 0.112 0.198 0.032 0.0818
C 0.5662 0.5865 -2.5784 0.706 -0.203 -0.296 -0.0917
C 2.0133 0.6451 -3.1930 -0.839 -0.263 0.290 -0.1334
C 2.8390 1.2002 -2.0752 -0.955 0.603 1.012 -0.0017
C 2.0622 1.5557 -0.9851 1.664 -0.073 -1.041 -0.0577
C 0.7102 1.1942 -1.2024 -1.029 0.024 -0.208 -0.1398
C -0.4067 1.7379 -0.4813 -0.723 0.551 0.462 -0.1993
C -0.1832 2.6029 0.6164 -0.219 -0.062 -0.216 0.0027
C -1.2472 3.2549 1.2283 0.164 -0.068 -0.022 -0.0478
C -2.5573 3.0416 0.7884 0.233 -0.238 -0.345 -0.0383
C -2.8019 2.1215 -0.2420 0.209 0.025 0.016 -0.0496
C -1.7438 1.4821 -0.8782 0.389 0.077 0.041 -0.0054
H -0.1394 1.1465 -3.2120 0.143 -0.110 0.454 0.1402
H 0.1945 -0.4459 -2.5301 0.021 0.240 -0.039 0.1294
H 2.3482 -0.3321 -3.5713 0.081 0.280 0.155 0.1258
H 1.9948 1.3218 -4.0592 0.271 -0.086 0.213 0.1339
H 3.9198 1.3346 -2.1386 -0.308 0.090 0.011 0.1329
H 2.4151 2.0871 -0.0997 0.027 -0.368 -0.369 0.1223
H 0.8366 2.7742 0.9655 -0.421 0.044 -0.023 0.1132
H -1.0419 3.9392 2.0502 -0.127 -0.137 -0.209 0.1167
H -3.3796 3.6103 1.2176 0.162 -0.240 0.026 0.1166
H -3.8180 1.9072 -0.5664 0.190 0.139 0.085 0.1149
H -1.9316 0.7848 -1.7002 -0.028 0.264 0.338 0.1246
```
Positions in Å, forces in eV/Å.



The following is a DFT calculation (ωB97M-V/def2-TZVPD) of C17H24AuBBrIN8O2P as an isolated structure.

- frontier orbital gap (spin up / spin down) (eV) = 8.8 / 4.7
- HOMO energy (spin up / spin down) (eV) = -16.2164 / -16.1887
- ΔE to the lowest compared entry with this formula, charge and spin (kcal per mole) = 0.00
- 2S+1 = 3
- net charge = +3

```
56
Properties=species:S:1:pos:R:3:forces:R:3:lowdin_charge:R:1
Au 0.1241 0.7698 0.5678 -0.079 -0.250 -0.075 1.0972
C 0.6271 0.5110 5.1283 0.001 -0.074 0.024 -0.0319
C 1.2364 0.7324 3.8938 -0.167 0.088 0.035 -0.1736
N 0.3650 0.5345 2.8991 0.083 0.033 0.316 -0.0290
N -0.8179 0.2188 3.4779 0.096 -0.068 -0.052 -0.0319
C -0.6817 0.1958 4.8114 -0.017 -0.019 0.045 -0.0414
B -2.1390 0.1048 2.6791 -0.066 0.027 -0.069 -0.4978
N -2.1051 -1.0386 1.6446 -0.037 -0.004 -0.003 -0.0370
C -2.9222 -2.1016 1.5881 0.023 -0.098 -0.025 -0.0403
C -2.6318 -2.8277 0.4482 -0.029 0.054 0.094 -0.0273
C -1.6053 -2.1140 -0.1617 0.139 0.004 -0.151 -0.1425
N -1.2919 -1.0399 0.5638 0.098 0.075 0.066 -0.0464
N -2.3632 1.4420 1.9196 -0.025 0.011 0.061 -0.0115
C -3.3437 2.3410 2.0624 0.003 0.033 -0.020 -0.0201
C -3.1109 3.4049 1.2062 -0.017 -0.030 0.015 -0.0138
C -1.9336 3.0812 0.5486 0.009 -0.015 0.011 -0.1001
N -1.4991 1.8970 0.9915 0.053 0.046 -0.117 -0.1311
H 1.0586 0.5995 6.1101 -0.003 0.045 0.011 0.1119
H 2.2390 1.0544 3.6724 0.040 0.111 -0.017 0.0954
H -1.5239 -0.0295 5.4446 -0.002 0.013 0.009 0.1382
H -3.0372 -0.0820 3.4384 -0.012 0.030 0.004 0.1301
H -3.6516 -2.2723 2.3625 -0.011 0.007 -0.005 0.1374
H -3.1046 -3.7324 0.1101 0.005 -0.003 -0.016 0.1120
H -1.0860 -2.3202 -1.0844 0.015 -0.004 0.011 0.0995
H -4.1411 2.1664 2.7652 -0.003 0.007 0.003 0.1426
H -3.7094 4.2897 1.0838 0.001 0.005 0.002 0.1165
H -1.3812 3.6281 -0.1971 0.006 0.005 0.002 0.1176
N 5.5647 -0.1906 0.2800 0.002 -0.019 0.027 0.1576
C 4.4535 -1.1409 -0.0893 -0.089 -0.045 -0.093 -0.1410
P 2.9842 -0.6568 0.9388 0.002 -0.153 0.331 0.4778
O 3.5871 0.2611 1.9592 -0.002 -0.007 -0.163 -0.3375
O 1.8826 -0.2693 -0.0200 0.017 0.266 -0.111 -0.4496
C 2.3031 -2.0713 1.9222 -0.030 0.002 0.029 -0.1483
N 2.6961 -1.8963 3.3656 0.133 -0.121 -0.089 0.1648
H 5.2174 0.3562 1.0999 0.027 0.009 0.003 0.1256
H 5.7957 0.4538 -0.4776 -0.027 0.014 0.010 0.1784
H 6.4258 -0.6737 0.5402 0.004 0.000 -0.020 0.1770
H 4.7880 -2.1594 0.0954 -0.027 -0.010 0.015 0.1130
H 4.2256 -1.0383 -1.1467 0.017 -0.017 -0.018 0.1115
H 2.5783 -3.0655 1.5769 0.038 0.009 -0.002 0.1168
H 1.2189 -1.9724 1.8612 0.009 -0.020 -0.027 0.0867
H 1.9066 -2.0483 3.9973 -0.029 0.121 0.016 0.1668
H 3.0280 -0.9210 3.4736 -0.056 -0.075 0.072 0.1064
H 3.4464 -2.5266 3.6535 0.000 -0.011 -0.028 0.1768
Br -2.1927 3.3153 -4.9311 -0.018 0.086 0.039 0.9901
C -1.8624 1.8848 -6.0063 0.004 -0.068 -0.094 -0.6845
C -2.1932 2.0062 -7.3776 0.001 0.019 0.051 -0.0776
C -1.9798 0.9540 -8.2172 -0.038 0.109 0.014 0.0175
C -1.4366 -0.2511 -7.7081 0.046 -0.099 0.035 0.0462
C -1.1000 -0.3899 -6.3676 0.026 -0.092 0.025 -0.1236
C -1.2922 0.6574 -5.4894 -0.086 0.029 -0.152 -0.7227
I -0.7967 0.4178 -3.5122 -0.045 0.021 -0.026 1.0290
H -2.6166 2.9364 -7.7301 0.007 -0.002 -0.016 0.1253
H -2.2249 1.0269 -9.2679 -0.018 0.023 0.001 0.1414
H -1.2829 -1.0844 -8.3820 0.011 -0.009 0.011 0.1413
H -0.6938 -1.3272 -6.0149 0.014 0.013 0.002 0.1120
```
Positions in Å, forces in eV/Å.



The following is a DFT calculation (ωB97M-V/def2-TZVPD) of a 5-piece molecular cluster, C17H24B3Cl8NO4S overall in a non-equilibrium geometry.

- frontier orbital gap (eV) = 6.6
- HOMO energy (eV) = -7.9198
- ΔE to the lowest compared entry with this formula, charge and spin (kcal per mole) = 257.23
- SMILES = O=C(CB1OBOB(N=C=S)O1)c1ccccc1.ClCCCl.ClCCCl.ClCCCl.ClCCCl

```
58
Properties=species:S:1:pos:R:3:forces:R:3:lowdin_charge:R:1
O -1.1237 -0.4306 2.8717 -1.830 -1.459 -7.838 -0.0080
C -1.3518 -0.6408 1.5729 2.255 1.201 4.192 -0.2343
C -2.5803 -1.5060 0.9180 0.364 0.619 -0.291 0.0065
B -3.8685 -1.7527 1.9092 -0.926 -0.730 1.079 -0.3720
O -3.9358 -1.4765 3.3576 -3.389 0.140 -2.934 0.1394
B -5.3423 -1.2705 3.8067 0.467 -0.030 -1.592 -0.1393
O -6.4669 -0.8771 2.9108 3.742 -1.216 -1.965 0.1236
B -6.0803 -1.1186 1.4828 0.759 -1.541 1.829 -0.5120
N -6.5426 -0.2583 0.3081 5.085 6.837 2.366 0.1668
C -5.8871 0.9657 0.4916 -3.484 -2.649 1.713 -0.4871
S -5.4273 2.5209 1.1063 -1.234 -5.222 -2.507 0.6479
O -5.1349 -2.2729 1.2820 0.378 4.391 1.149 0.1357
C -0.2488 -0.0050 0.4888 1.513 0.664 -1.865 -0.0793
C -0.4070 1.5630 -0.0222 3.253 -3.339 -1.397 -0.0194
C 0.6803 2.1183 -1.1287 0.108 -4.315 1.333 -0.0580
C 1.8708 1.0927 -1.6885 -3.388 -1.081 2.413 -0.2136
C 1.9970 -0.4763 -1.1311 -2.668 2.496 2.368 -0.3220
C 0.9222 -1.0409 -0.0282 -0.020 4.350 -1.581 -0.0619
H -2.1911 -2.5184 0.4192 -0.668 2.235 1.172 0.1519
H -2.9873 -0.8623 -0.0011 0.932 -1.348 1.837 0.1446
H -5.5701 -1.4449 4.9676 0.014 0.242 -0.365 0.1056
H -1.3018 2.1737 0.4220 2.068 -1.158 -1.075 0.0864
H 0.5779 3.2215 -1.5136 0.365 -2.489 0.771 0.0799
H 2.6502 1.4690 -2.4808 -1.922 -0.848 1.716 0.0736
H 2.8530 -1.2057 -1.5165 -1.891 2.131 1.170 0.0775
H 0.9838 -2.1560 0.3647 -0.164 2.707 -0.882 0.1071
Cl 0.9762 -1.7418 -2.9467 -0.845 -0.824 -1.591 0.6938
C 1.0793 -1.6962 -4.7242 -0.162 -0.287 -0.393 -0.6082
C 1.9773 -2.7918 -5.2762 -0.337 -0.022 -0.177 -0.6632
Cl 3.6905 -2.5257 -4.8688 0.012 0.014 0.084 0.5373
H 1.4282 -0.7014 -5.0187 0.023 -0.216 0.145 0.0746
H 0.0601 -1.8252 -5.1029 0.207 -0.048 -0.002 0.0737
H 1.9109 -2.8116 -6.3681 0.015 0.076 0.171 0.0714
H 1.6878 -3.7778 -4.8998 0.084 0.267 0.020 0.0691
Cl 6.9669 2.8270 -1.1998 0.014 -0.037 -0.097 0.5541
C 5.6409 3.5681 -0.2700 -0.251 0.209 0.342 -0.6500
C 4.9455 2.5663 0.6380 0.409 0.073 0.176 -0.6153
Cl 4.0248 1.3510 -0.2823 1.041 0.481 0.833 0.6872
H 4.9422 4.0234 -0.9789 0.150 -0.213 0.102 0.0693
H 6.0854 4.3682 0.3309 -0.070 -0.198 -0.055 0.0720
H 4.2296 3.0842 1.2831 0.082 -0.027 -0.176 0.0792
H 5.6600 2.0386 1.2774 -0.055 0.153 -0.178 0.0530
Cl -11.0063 -1.7232 2.4682 -0.023 0.000 -0.030 0.5385
C -10.1472 -2.6241 1.1945 0.170 -0.150 -0.181 -0.6627
C -9.7055 -1.7238 0.0517 0.219 -0.128 0.168 -0.6809
Cl -11.0852 -1.1101 -0.8926 -0.010 0.023 0.023 0.5428
H -10.8035 -3.4274 0.8451 0.088 0.262 0.038 0.0702
H -9.2717 -3.0814 1.6670 -0.098 0.141 -0.107 0.0688
H -9.0728 -2.2863 -0.6412 -0.124 0.021 0.130 0.0744
H -9.1329 -0.8644 0.4142 -0.231 -0.161 -0.038 0.0472
Cl 8.3430 2.2555 3.2337 -0.050 -0.034 0.017 0.5336
C 9.8467 2.6296 2.3557 0.301 0.126 -0.220 -0.6626
C 9.9751 1.8304 1.0687 -0.046 0.289 -0.074 -0.6714
Cl 10.2311 0.0953 1.3776 -0.029 -0.015 0.026 0.5359
H 10.6886 2.4461 3.0307 -0.236 -0.071 -0.143 0.0693
H 9.8209 3.7002 2.1273 -0.025 -0.220 -0.045 0.0716
H 10.8400 2.1814 0.4981 -0.098 -0.016 0.176 0.0739
H 9.0864 1.9358 0.4388 0.150 -0.056 0.239 0.0142
```
Positions in Å, forces in eV/Å.



no.,M (u)
1,273.38
2,291.44
3,817.99
4,654.51